{
  "formula": "C7H14NS",
  "method": "ωB97M-V/def2-TZVPD",
  "elements": ["C", "C", "C", "C", "C", "C", "C", "N", "S", "H", "H", "H", "H", "H", "H", "H", "H", "H", "H", "H", "H", "H", "H"],
  "positions_angstrom": [[2.33271, -1.47612, -0.48692], [2.06794, -0.16007, 0.02810], [-2.19877, 1.13407, -0.67679], [-3.56917, 0.50683, -0.41910], [-1.65466, -0.69255, 0.42588], [1.61892, 0.88565, -0.68868], [2.21744, -0.03579, 1.56461], [-1.25487, 0.17641, -0.36305], [-3.20663, -0.67991, 0.95241], [3.35710, -1.84559, -0.37904], [-1.95158, 1.64326, -1.68099], [-1.96619, 1.94112, -0.04345], [-4.40350, 1.17408, 0.01880], [-3.90034, -0.09314, -1.20547], [1.94124, -2.16167, 0.25553], [-0.99512, -1.42050, 0.91116], [1.50831, 1.97802, -0.36996], [1.64059, 0.62321, -1.80975], [1.11002, -0.06071, 1.98343], [2.80464, -0.83681, 1.91066], [2.63921, 0.88113, 1.91493], [1.98873, -1.72521, -1.46847], [-0.12603, 0.24427, -0.37383]],
  "lowdin_charge": [-0.071, -0.443, -0.221, -0.309, -0.491, -0.026, -0.030, -0.019, 1.088, 0.113, 0.177, 0.119, 0.131, 0.062, 0.087, 0.122, 0.113, 0.109, 0.119, 0.057, 0.071, 0.086, 0.155],
  "spin_multiplicity": 1,
  "total_charge": 1,
  "e_above_lowest_kcal_mol": 28.0,
  "homo_lumo_gap_ha": 0.3510,
  "total_energy_ha": -727.73761
}